The following is a quantum chemistry calculation of C40H39F6IN4PPbS3SbSi as an isolated structure, from the Open Molecules 2025 dataset.

Structure (XYZ):
```
97
Properties=species:S:1:pos:R:3:mulliken_charge:R:1
Pb 1.30 -1.58 1.07 1.547
C -6.79 1.89 3.01 -1.062
Si -5.80 0.47 3.76 -0.133
C -6.34 0.11 5.44 -1.108
C -5.82 -0.96 2.57 -0.908
C -3.98 1.14 3.82 0.551
C -3.34 1.23 5.07 -0.426
C -2.04 1.72 5.10 -0.395
C -1.37 2.05 3.90 -0.460
N -1.94 1.99 2.71 -0.363
C -3.17 1.55 2.65 0.623
S -3.96 1.41 1.14 -0.141
H -7.84 1.67 3.07 0.418
H -6.59 2.12 1.95 0.300
H -6.58 2.76 3.57 0.397
H -7.42 -0.07 5.40 0.378
H -6.09 0.96 6.04 0.421
H -5.83 -0.74 5.92 0.348
H -6.80 -1.39 2.85 0.376
H -5.05 -1.73 2.74 0.270
H -5.87 -0.67 1.52 0.381
H -3.73 0.88 6.02 0.421
H -1.50 1.75 6.06 0.419
H -0.34 2.30 3.91 0.484
I 3.68 -3.05 2.23 -0.001
C 5.12 -1.48 1.86 0.457
C 5.61 -0.90 2.98 -0.728
C 6.78 -0.15 2.91 -0.642
C 7.46 -0.07 1.75 -0.934
C 6.94 -0.70 0.58 0.647
C 7.67 -0.62 -0.64 -0.656
C 7.20 -1.10 -1.82 -1.243
C 5.82 -1.54 -1.87 -0.481
C 5.06 -1.63 -0.70 1.039
P 3.24 -1.92 -0.94 0.420
C 2.66 -0.37 -1.70 0.579
C 1.79 -0.18 -2.78 -0.297
C 1.43 1.06 -3.16 -1.171
C 1.80 2.18 -2.46 -0.752
C 2.59 2.03 -1.31 -0.836
C 3.06 0.78 -0.97 -0.689
C 3.10 -3.21 -2.17 1.327
C 3.20 -2.92 -3.56 -0.582
C 2.97 -3.92 -4.49 -0.945
C 2.67 -5.21 -4.09 -0.660
C 2.64 -5.52 -2.73 -0.824
C 2.85 -4.53 -1.77 -0.753
C 5.69 -1.37 0.57 0.570
H 5.25 -1.26 3.96 0.428
H 7.10 0.35 3.84 0.409
H 8.41 0.47 1.68 0.405
H 8.63 -0.15 -0.54 0.452
H 7.80 -1.15 -2.70 0.484
H 5.42 -1.77 -2.86 0.315
H 1.45 -1.05 -3.37 0.556
H 0.82 1.18 -4.08 0.435
H 1.53 3.16 -2.79 0.775
H 2.87 2.91 -0.73 0.531
H 3.76 0.73 -0.10 0.199
H 3.41 -1.93 -3.86 0.602
H 3.06 -3.67 -5.55 0.427
H 2.54 -6.01 -4.80 0.489
H 2.50 -6.56 -2.49 0.501
H 2.82 -4.76 -0.72 0.401
F -1.42 -1.66 1.78 -0.687
Sb -1.24 -2.35 3.61 2.584
F 0.45 -3.02 2.94 -0.634
F -1.98 -4.01 3.20 -0.543
F -0.81 -2.78 5.34 -0.516
F -2.95 -1.67 3.96 -0.545
F -0.32 -0.67 3.97 -0.580
S -1.35 -5.13 -0.98 -0.103
C -1.00 -3.90 -2.12 -0.124
C -0.28 -2.95 -1.53 -0.829
N 0.03 -3.16 -0.20 0.439
C -0.51 -4.25 0.25 -0.300
H -1.31 -3.90 -3.14 0.496
H -0.01 -2.05 -2.06 0.349
H -0.42 -4.57 1.28 0.338
N -4.16 3.48 -1.27 -0.180
C -2.96 3.03 -1.18 0.541
S -2.45 1.63 -0.19 0.210
N -1.94 3.55 -1.88 0.127
C -2.19 4.42 -3.01 -0.578
C -2.84 3.91 -4.15 0.419
C -3.11 4.72 -5.20 -0.577
C -2.70 6.09 -5.18 -0.472
C -2.01 6.57 -4.08 -0.670
C -1.72 5.73 -2.97 -0.304
H -4.93 2.96 -0.91 0.153
H -4.30 4.23 -1.90 0.266
H -0.99 3.31 -1.63 0.075
H -2.97 2.78 -4.22 0.304
H -3.57 4.31 -6.10 0.401
H -2.83 6.70 -6.07 0.407
H -1.64 7.55 -4.14 0.466
H -1.10 6.07 -2.17 0.478
```

Results
**Charge**: +3
**Relative energy (zero: lowest compared OMol25 entry of this formula, charge and spin)**: 0.00 kJ/mol
**Highest occupied orbital energy (alpha / beta)**: -0.5411 / -0.5411 hartree
**2S+1**: 2

The following is a quantum chemistry calculation of C44H61FNO3PPdTe as an isolated structure, from the Open Molecules 2025 dataset.

Structure (XYZ):
```
113
Properties=species:S:1:pos:R:3:mulliken_charge:R:1
Pd 0.87 -2.37 -0.67 -0.496
O 2.42 -2.05 -2.41 -0.495
C 3.32 -2.41 -1.63 -0.114
O 3.15 -2.53 -0.38 -0.389
H 4.31 -2.64 -2.03 0.318
F 1.06 -4.33 -1.14 -0.848
C 3.11 -3.19 4.45 -0.820
C 3.22 -1.94 3.58 -0.915
C 1.84 -1.55 3.02 -0.064
C 0.94 -2.78 2.79 1.260
C 1.83 -3.98 2.40 -0.745
C 2.73 -4.39 3.57 -0.961
P -0.25 -2.46 1.42 0.283
C -1.25 -0.98 1.82 1.067
C -1.96 -0.99 3.18 -0.590
C -2.57 0.39 3.50 -1.000
C -2.93 1.13 2.21 -0.835
C -1.66 1.45 1.41 -0.019
C -0.57 0.38 1.61 0.200
C -1.55 -3.78 1.47 0.966
C -1.25 -4.93 0.50 -0.833
C -2.26 -6.06 0.72 -0.943
C -2.09 -6.70 2.11 -0.812
C -1.44 -5.73 3.11 -0.716
C -1.94 -4.31 2.88 -1.120
H 2.34 -3.02 5.21 0.321
H 4.04 -3.39 4.98 0.486
H 3.91 -2.14 2.75 0.269
H 3.63 -1.10 4.15 0.600
H 1.98 -1.02 2.07 -0.679
H 1.35 -0.86 3.70 0.256
H 0.40 -3.02 3.71 1.116
H 2.43 -3.69 1.53 0.116
H 1.24 -4.83 2.06 -0.085
H 3.63 -4.86 3.18 0.456
H 2.22 -5.15 4.18 0.260
H -2.02 -1.05 1.04 -0.334
H -1.25 -1.26 3.98 0.088
H -2.74 -1.74 3.19 0.365
H -1.86 1.00 4.06 0.347
H -3.45 0.27 4.14 0.539
H -3.48 2.05 2.44 0.566
H -3.61 0.51 1.62 0.242
H -1.27 2.42 1.70 0.531
H -1.90 1.52 0.34 -0.525
H 0.03 0.63 2.49 0.449
H 0.09 0.36 0.75 -1.145
H -2.41 -3.25 1.05 0.454
H -0.24 -5.31 0.62 0.201
H -1.28 -4.56 -0.52 0.371
H -2.16 -6.81 -0.06 0.474
H -3.27 -5.65 0.63 0.305
H -1.48 -7.61 2.04 0.373
H -3.06 -7.02 2.50 0.342
H -0.35 -5.75 3.00 -0.050
H -1.65 -6.05 4.14 0.511
H -1.60 -3.65 3.67 0.540
H -3.04 -4.31 2.95 0.542
C 1.93 6.96 -6.10 -1.580
C 1.69 5.67 -5.35 0.631
C 2.62 5.17 -4.45 -1.083
C 2.40 3.99 -3.75 1.319
C 3.49 3.53 -2.80 -1.246
C 1.21 3.27 -3.93 -0.595
Te 0.82 1.38 -2.85 0.364
N -0.26 -0.22 -1.63 -0.195
C -1.36 -0.90 -1.65 0.478
O -1.36 -2.12 -1.26 -0.778
C -2.71 -0.34 -2.03 -0.508
C -2.88 0.87 -2.69 1.783
C -4.15 1.35 -2.98 -0.511
C -5.27 0.63 -2.60 -0.630
C -5.12 -0.59 -1.95 -0.767
C -3.84 -1.07 -1.67 -0.547
C 1.09 2.39 -0.99 0.649
C 2.10 1.95 -0.13 1.293
C 2.96 0.74 -0.41 -1.623
C 2.31 2.63 1.07 -0.881
C 1.56 3.74 1.43 0.538
C 1.77 4.44 2.74 -1.776
C 0.57 4.16 0.55 -0.867
C 0.31 3.50 -0.65 0.920
C -0.83 4.02 -1.48 -1.555
C 0.28 3.75 -4.87 1.565
C -1.02 3.05 -5.15 -1.633
C 0.53 4.94 -5.56 -0.990
H 2.93 7.34 -5.92 0.345
H 1.22 7.73 -5.78 0.300
H 1.81 6.82 -7.17 0.369
H 3.54 5.72 -4.29 0.272
H 4.41 4.07 -3.00 0.469
H 3.68 2.46 -2.90 0.151
H 3.21 3.71 -1.76 0.183
H -2.01 1.44 -2.97 -0.564
H -4.26 2.30 -3.49 0.399
H -6.27 1.01 -2.82 0.375
H -5.99 -1.17 -1.66 0.418
H -3.70 -2.03 -1.18 0.399
H 3.30 0.72 -1.45 0.210
H 2.40 -0.19 -0.27 0.084
H 3.82 0.71 0.25 0.508
H 3.08 2.28 1.74 0.271
H 2.69 4.11 3.22 0.405
H 0.95 4.25 3.43 0.311
H 1.83 5.53 2.61 0.364
H -0.05 5.02 0.81 0.376
H -1.51 4.60 -0.86 0.485
H -1.40 3.20 -1.93 -0.212
H -0.47 4.66 -2.29 0.330
H -0.92 1.96 -5.17 0.310
H -1.43 3.36 -6.12 0.477
H -1.77 3.29 -4.39 0.137
H -0.21 5.29 -6.27 0.374
```

Results
**Charge**: -1
**Relative energy (zero: lowest compared OMol25 entry of this formula, charge and spin)**: 0.00 kJ/mol
**Highest occupied orbital energy (alpha / beta)**: -0.1631 / -0.1899 hartree
**2S+1**: 4

The following is a quantum chemistry calculation of a 2-piece molecular cluster, C6H7N3O2 overall, from the Open Molecules 2025 dataset.

Structure (XYZ):
```
18
Properties=species:S:1:pos:R:3:mulliken_charge:R:1
C -0.84 0.52 2.35 -1.044
C 0.25 0.69 1.58 0.560
N 1.35 1.52 1.74 -0.137
C 2.10 1.55 0.57 0.176
O 2.95 2.29 0.27 -0.533
N 1.60 0.51 -0.21 -0.146
C 0.40 -0.02 0.31 0.778
C -0.27 -1.10 -0.03 -1.285
H -1.01 0.85 3.34 0.347
H -1.44 -0.37 2.04 0.154
H 1.45 2.30 2.39 0.245
H 1.94 0.58 -1.18 0.265
H -0.09 -1.66 -0.92 0.507
H -1.11 -1.31 0.60 0.112
N -1.35 -1.16 -3.02 -0.354
C -2.18 -1.95 -3.44 0.462
O -2.85 -2.85 -3.75 -0.430
H -0.90 -0.38 -2.65 0.325
```

Results
**Charge**: 0
**Relative energy (zero: lowest compared OMol25 entry of this formula, charge and spin)**: 56.86 kJ/mol
**Highest occupied orbital energy**: -0.3144 hartree
**SMILES string**: C=c1[nH]c(=O)[nH]c1=C.N=C=O

The following is a quantum chemistry calculation of one molecule with the formula C16H30O4, from the Open Molecules 2025 dataset.

Structure (XYZ):
```
50
Properties=species:S:1:pos:R:3:mulliken_charge:R:1
C -1.59 1.01 3.73 -0.365
O -2.99 0.90 4.09 -0.409
C -3.81 0.45 2.98 -0.489
C -3.14 -0.73 2.10 -0.729
C -2.46 -0.19 0.72 0.461
C -2.57 -1.29 -0.46 -0.915
C -1.05 -1.56 -0.96 -0.051
C -0.15 -2.35 0.13 -0.212
C 1.13 -2.98 -0.61 -1.104
C 2.14 -1.89 -1.22 -0.087
C 1.86 -1.48 -2.75 -0.872
C 1.59 0.08 -3.00 -0.418
C 2.85 1.04 -2.70 -0.578
C 2.36 2.37 -1.90 -1.006
C 1.92 2.08 -0.40 1.508
C 0.59 2.83 0.19 0.032
O 0.99 3.12 1.58 -0.363
C 2.01 2.15 1.85 0.633
O 2.15 1.43 2.84 -0.497
O 2.87 2.23 0.68 -0.428
H -1.04 -0.01 3.72 0.195
H -1.08 1.63 4.54 0.279
H -1.43 1.50 2.69 0.125
H -4.76 -0.01 3.44 0.275
H -4.19 1.31 2.32 0.259
H -2.43 -1.40 2.70 0.186
H -4.01 -1.43 1.77 0.462
H -1.36 0.02 1.00 -0.524
H -2.91 0.83 0.43 0.405
H -3.12 -2.24 -0.16 0.429
H -3.08 -0.75 -1.34 0.271
H -1.01 -2.16 -1.93 0.388
H -0.57 -0.52 -1.06 -0.339
H -0.75 -3.18 0.64 0.338
H 0.17 -1.61 0.96 0.153
H 1.73 -3.54 0.21 0.354
H 0.82 -3.77 -1.37 0.344
H 3.20 -2.36 -1.18 0.390
H 2.17 -1.01 -0.49 0.006
H 0.88 -2.02 -3.06 0.359
H 2.74 -1.88 -3.37 0.387
H 1.34 0.19 -4.12 0.364
H 0.70 0.51 -2.44 0.179
H 3.23 1.43 -3.72 0.317
H 3.74 0.52 -2.21 0.316
H 1.50 2.90 -2.45 0.331
H 3.23 3.13 -1.89 0.379
H 1.54 1.00 -0.45 -0.957
H -0.16 1.96 0.32 -0.116
H 0.20 3.74 -0.36 0.333
```

Results
**Charge**: 0
**Relative energy (zero: lowest compared OMol25 entry of this formula, charge and spin)**: 608.62 kJ/mol
**Highest occupied orbital energy**: -0.3538 hartree
**SMILES string**: COCCCCCCCCCCCC[C@@H]1COC(=O)O1

It is found that the F_max values, taken in the order of the records, are 2.66, 0.72, 4.04, 5.17 eV Å⁻¹.